Record 1
{
  "formula": "C2H3NP2",
  "method": "ωB97M-V with the def2-TZVPD basis set",
  "fmax_ev_per_a": 3.1,
  "e_above_lowest_ev": 3.639,
  "lumo_energy_ev": [-0.420, -0.390],
  "elements": ["C", "C", "N", "P", "P", "H", "H", "H"],
  "xyz": [[1.216, -0.412, -0.222], [-0.992, 1.443, -0.010], [1.232, 0.805, -0.378], [-1.882, 0.090, 0.236], [-0.339, -1.373, -0.012], [2.079, -0.970, -0.278], [-1.128, 2.398, -0.516], [-0.186, -1.981, 1.179]],
  "forces_ev_per_a": [[-2.9, 0.9, 0.7], [1.8, -1.0, -1.3], [-1.4, 1.9, 0.1], [0.1, 0.8, 0.4], [0.0, -0.4, -1.8], [2.2, -1.4, -0.2], [0.1, -0.1, 0.6], [0.2, -0.6, 1.6]]
}

Record 2
{
  "formula": "C2H3NS",
  "method": "ωB97M-V with the def2-TZVPD basis set",
  "fmax_ev_per_a": 3.4,
  "smiles": "S=C1CN1",
  "e_above_lowest_ev": 1.790,
  "lumo_energy_ev": 0.381,
  "elements": ["C", "C", "N", "S", "H", "H", "H"],
  "xyz": [[0.614, -0.999, -1.007], [-0.120, 0.132, -0.487], [0.861, -0.624, 0.256], [0.822, -1.940, -2.259], [0.082, 1.156, -0.705], [-1.157, 0.225, -0.061], [1.777, -0.371, 0.602]],
  "forces_ev_per_a": [[-0.9, 0.3, 0.0], [-2.2, 2.1, 1.5], [0.8, -1.2, 0.4], [0.6, -0.7, -0.6], [0.9, 0.5, -1.0], [0.9, -1.3, -0.4], [-0.1, 0.3, 0.0]]
}

Record 3
{
  "formula": "C2H3NS3",
  "method": "ωB97M-V with the def2-TZVPD basis set",
  "fmax_ev_per_a": 4.7,
  "e_above_lowest_ev": 2.933,
  "lumo_energy_ev": [-0.232, -0.233],
  "elements": ["C", "C", "N", "S", "S", "S", "H", "H", "H"],
  "xyz": [[1.418, 0.084, -0.178], [-1.133, 0.802, 0.201], [-0.052, -1.287, -0.503], [2.878, -0.489, -0.109], [0.609, 1.510, 0.147], [-1.033, -0.857, 0.675], [-1.700, 1.365, 0.819], [-1.282, 1.009, -0.924], [0.294, -2.137, -0.128]],
  "forces_ev_per_a": [[-1.4, -1.8, 0.1], [1.9, -0.9, -4.2], [2.4, 1.9, -1.6], [0.5, 0.0, -0.3], [0.5, 0.0, 0.5], [-2.6, 1.0, 2.0], [-1.8, 1.9, 1.9], [-0.9, -0.8, 1.8], [1.4, -1.3, -0.1]]
}

Record 4
{
  "formula": "C2H3NS4",
  "method": "ωB97M-V with the def2-TZVPD basis set",
  "fmax_ev_per_a": 3.0,
  "smiles": "S=C(S)S.N=C=S",
  "e_above_lowest_ev": 0.685,
  "lumo_energy_ev": -0.530,
  "elements": ["C", "C", "N", "S", "S", "S", "S", "H", "H", "H"],
  "xyz": [[-4.110, -0.490, -0.182], [2.256, 0.188, -0.062], [-3.882, -0.850, 0.943], [-4.220, -0.036, -1.680], [4.017, -0.102, -0.273], [2.018, 1.785, 0.543], [0.941, -0.817, -0.387], [-4.429, -0.947, 1.779], [4.047, -1.082, -1.054], [3.362, 2.351, 0.375]],
  "forces_ev_per_a": [[0.3, -0.2, 0.7], [-0.4, -1.3, -0.9], [-0.1, 0.2, -0.7], [-0.1, -0.1, 0.1], [-0.6, 2.3, 1.9], [1.5, 1.2, 0.0], [2.0, 1.3, 0.5], [0.0, 0.0, -0.1], [-0.4, -2.4, -1.7], [-2.1, -1.1, 0.2]]
}

Record 5
{
  "formula": "C2H3NaORb",
  "method": "ωB97M-V with the def2-TZVPD basis set",
  "fmax_ev_per_a": 6.8,
  "multiplicity": 2,
  "e_above_lowest_ev": 0.000,
  "lumo_energy_ev": [-0.718, -0.775],
  "elements": ["O", "C", "Na", "Rb", "H", "C", "H", "H"],
  "xyz": [[-0.219, 0.995, -0.380], [0.273, 0.258, -1.414], [-3.446, -0.219, -0.685], [0.936, -0.438, 1.655], [1.072, 0.762, -2.001], [0.337, -1.351, -1.260], [1.013, -1.780, -2.018], [-0.377, -2.178, -1.087]],
  "forces_ev_per_a": [[0.9, -2.0, -3.8], [-0.6, -3.3, 5.9], [0.2, 0.1, 0.0], [-0.3, 0.1, -0.5], [-0.7, -0.5, -0.2], [0.9, 3.8, -2.0], [-0.1, 0.5, 0.0], [-0.4, 1.3, 0.5]]
}

Record 6
{
  "formula": "C2H3O2",
  "method": "ωB97M-V with the def2-TZVPD basis set",
  "fmax_ev_per_a": 1.6,
  "total_charge": 1,
  "e_above_lowest_ev": 2.028,
  "lumo_energy_ev": [-7.669, -7.670],
  "elements": ["C", "C", "O", "O", "H", "H", "H"],
  "xyz": [[1.218, -0.061, -0.451], [-1.350, -0.010, 0.433], [-1.918, 0.567, -0.369], [1.866, 0.584, 0.249], [0.096, -0.244, 0.071], [1.605, -0.526, -1.423], [-1.517, -0.310, 1.490]],
  "forces_ev_per_a": [[1.1, -0.4, -0.3], [-0.7, 1.0, -0.3], [0.4, -0.6, 0.3], [0.6, 0.7, 0.5], [-0.5, -0.6, -0.6], [-1.4, 0.1, 0.8], [0.5, -0.3, -0.3]]
}

Record 7
{
  "formula": "C2H3O2",
  "method": "ωB97M-V with the def2-TZVPD basis set",
  "fmax_ev_per_a": 5.8,
  "total_charge": 1,
  "e_above_lowest_ev": 0.828,
  "lumo_energy_ev": -6.245,
  "elements": ["C", "C", "O", "O", "H", "H", "H"],
  "xyz": [[0.364, 0.752, -0.249], [-1.061, -1.407, 0.514], [-0.996, -0.966, 1.588], [0.049, -0.341, -0.595], [1.045, 1.381, -0.721], [0.179, 1.033, 0.777], [-1.638, -2.131, -0.011]],
  "forces_ev_per_a": [[0.4, 0.4, 3.4], [0.9, 3.4, 4.6], [-0.1, -1.6, -3.2], [-1.4, -3.1, -2.2], [1.0, 1.0, -1.9], [-0.8, 0.5, 0.6], [0.0, -0.6, -1.3]]
}

Record 8
{
  "formula": "C2H3O2P",
  "method": "ωB97M-V with the def2-TZVPD basis set",
  "fmax_ev_per_a": 3.7,
  "smiles": "[H]/P=C\\OC=O",
  "e_above_lowest_ev": 2.052,
  "lumo_energy_ev": -0.126,
  "elements": ["C", "C", "O", "O", "P", "H", "H", "H"],
  "xyz": [[-0.983, 0.489, -0.525], [1.100, -0.491, -0.183], [0.369, 0.368, -0.792], [0.917, -1.398, 0.534], [-1.516, 0.472, 1.069], [-1.738, 0.529, -1.457], [2.121, -0.335, -0.430], [-0.269, 0.365, 1.785]],
  "forces_ev_per_a": [[-1.7, -0.3, -0.1], [3.6, -0.8, -0.2], [-2.2, 1.9, -2.0], [-2.2, -1.9, 1.8], [-0.6, 0.2, -0.3], [2.2, 0.0, 2.2], [1.3, 0.8, -0.8], [-0.4, 0.1, -0.6]]
}

Record 9
{
  "formula": "C2H3O2Tb",
  "method": "ωB97M-V with the def2-TZVPD basis set",
  "fmax_ev_per_a": 3.9,
  "multiplicity": 7,
  "total_charge": 2,
  "e_above_lowest_ev": 2.181,
  "lumo_energy_ev": [-12.592, -9.985],
  "elements": ["H", "C", "C", "H", "O", "O", "H", "Tb"],
  "xyz": [[-1.291, 0.938, -1.166], [-0.765, 0.208, -0.543], [-1.089, -0.350, 0.593], [-2.122, -0.340, 0.941], [0.750, 0.613, -0.883], [1.725, -0.131, -0.158], [1.951, -0.889, -0.713], [0.841, -0.048, 1.928]],
  "forces_ev_per_a": [[-0.3, -0.7, -0.3], [3.4, 1.9, 0.3], [-1.0, 0.5, -1.0], [0.1, -0.7, 0.4], [-2.5, -0.8, 0.3], [-0.3, -0.2, 0.2], [0.3, -0.3, -0.7], [0.3, 0.2, 0.8]]
}

Record 10
{
  "formula": "C2H3O3PS",
  "method": "ωB97M-V with the def2-TZVPD basis set",
  "fmax_ev_per_a": 2.5,
  "total_charge": -2,
  "e_above_lowest_ev": 5.016,
  "lumo_energy_ev": [5.634, 5.626],
  "elements": ["C", "C", "O", "O", "O", "P", "S", "H", "H", "H"],
  "xyz": [[-1.349, -0.006, 0.307], [-0.064, -0.412, -0.338], [1.638, -0.381, 1.531], [2.612, -0.169, -0.798], [1.345, 1.789, 0.243], [1.681, 0.348, 0.214], [-0.958, -1.710, 0.427], [-1.454, 0.628, 1.112], [-2.081, 0.210, -0.406], [-1.369, -0.296, -2.291]],
  "forces_ev_per_a": [[0.0, -0.3, -1.5], [-1.2, 0.2, 0.0], [0.1, 0.0, 0.7], [1.6, -0.4, -1.3], [-0.2, 1.6, 0.0], [-0.9, -1.1, 0.3], [0.3, -1.2, 0.1], [0.7, 1.0, 2.2], [-1.1, 0.2, -0.9], [0.8, -0.1, 0.4]]
}

Record 11
{
  "formula": "C2H3O3S",
  "method": "ωB97M-V with the def2-TZVPD basis set",
  "fmax_ev_per_a": 4.1,
  "total_charge": -1,
  "e_above_lowest_ev": 3.280,
  "lumo_energy_ev": 3.611,
  "elements": ["C", "C", "O", "O", "O", "S", "H", "H", "H"],
  "xyz": [[-3.267, 0.373, 0.196], [-2.269, -0.135, 0.576], [2.972, 1.071, 0.183], [3.171, -1.347, -0.417], [1.026, -0.425, 0.412], [2.334, -0.160, -0.257], [1.741, 0.318, -1.646], [-4.142, 1.062, 0.075], [-1.565, -0.757, 0.877]],
  "forces_ev_per_a": [[-3.0, 2.7, -0.3], [-1.7, 0.8, -0.7], [0.4, -0.5, 0.1], [-0.3, 0.9, -0.2], [1.6, 0.0, -0.4], [-3.3, 0.8, -1.5], [1.5, -1.2, 2.0], [1.4, -1.3, -0.1], [3.3, -2.1, 1.1]]
}

Record 12
{
  "formula": "C2H3O3S",
  "method": "ωB97M-V with the def2-TZVPD basis set",
  "fmax_ev_per_a": 2.7,
  "total_charge": -1,
  "e_above_lowest_ev": 5.580,
  "lumo_energy_ev": 3.947,
  "elements": ["C", "C", "O", "O", "O", "S", "H", "H", "H"],
  "xyz": [[-1.238, -0.732, -0.988], [0.339, -0.161, 1.073], [1.036, 0.777, -1.623], [-0.691, 1.894, -0.373], [-0.305, -1.328, 0.792], [-0.044, 0.620, -0.620], [-0.506, -1.465, -1.373], [-0.060, 0.627, 1.728], [1.469, -0.232, 1.384]],
  "forces_ev_per_a": [[1.8, -0.4, 2.0], [1.6, 0.5, -1.4], [-0.7, -1.0, 0.6], [-0.8, 0.2, 0.2], [-1.1, 0.5, -0.4], [1.6, 0.7, 0.0], [-0.2, 0.1, -0.4], [-0.7, -0.4, 0.3], [-1.6, -0.2, -0.9]]
}

Record 13
{
  "formula": "C2H3O3S",
  "method": "ωB97M-V with the def2-TZVPD basis set",
  "fmax_ev_per_a": 4.1,
  "total_charge": -1,
  "e_above_lowest_ev": 5.049,
  "lumo_energy_ev": [2.737, 2.726],
  "elements": ["C", "C", "O", "O", "O", "S", "H", "H", "H"],
  "xyz": [[1.758, -0.119, -1.153], [2.653, -0.007, -1.914], [-0.950, -0.843, 0.314], [-2.297, 0.695, 1.678], [-4.303, 0.047, -1.680], [-1.890, 0.308, 0.304], [1.065, -0.176, -0.268], [-3.858, 0.315, -2.425], [3.391, 0.410, -2.592]],
  "forces_ev_per_a": [[-2.3, -0.3, 3.4], [2.0, 1.2, -2.0], [-1.5, 1.6, -0.3], [0.3, -0.5, -2.4], [-1.2, -1.0, 3.4], [0.5, -1.0, 2.2], [0.8, -0.2, -1.8], [1.8, 1.0, -2.8], [-0.4, -0.8, 0.3]]
}

Record 14
{
  "formula": "C2H3O5P",
  "method": "ωB97M-V with the def2-TZVPD basis set",
  "fmax_ev_per_a": 3.0,
  "smiles": "O=CO[PH](=O)OC=O",
  "e_above_lowest_ev": 0.000,
  "lumo_energy_ev": 0.054,
  "elements": ["C", "C", "O", "O", "O", "O", "O", "P", "H", "H", "H"],
  "xyz": [[0.667, 1.626, -1.798], [0.179, -1.687, 1.813], [1.317, 2.606, -1.912], [0.460, -1.970, 2.966], [-0.796, -0.982, -0.972], [0.403, 1.196, -0.325], [-0.164, -0.405, 1.549], [-0.647, 0.068, 0.010], [0.173, 1.022, -2.642], [0.122, -2.244, 0.858], [-1.714, 0.769, 0.453]],
  "forces_ev_per_a": [[0.0, 0.7, 1.1], [0.5, 0.0, 2.3], [-0.8, -1.5, -0.1], [-0.5, -0.2, -2.9], [-0.3, -0.8, -0.7], [0.4, 0.5, -2.7], [-0.5, 1.2, -1.8], [1.2, 0.0, 2.3], [0.6, 0.4, 1.7], [0.3, -0.7, 0.8], [-1.0, 0.4, -0.1]]
}

Record 15
{
  "formula": "C2H3OP",
  "method": "ωB97M-V with the def2-TZVPD basis set",
  "fmax_ev_per_a": 3.1,
  "e_above_lowest_ev": 4.747,
  "lumo_energy_ev": [-1.620, -0.833],
  "elements": ["C", "C", "O", "P", "H", "H", "H"],
  "xyz": [[-0.444, 0.438, 0.796], [-0.542, 0.870, -0.474], [2.025, 1.937, 0.182], [1.152, 0.774, 0.057], [-1.206, 0.118, 1.667], [-1.470, 1.153, -1.187], [1.977, -1.611, -0.622]],
  "forces_ev_per_a": [[-1.3, -0.6, 1.5], [-1.9, 0.4, -1.1], [1.0, 0.6, 0.3], [-2.0, -1.6, -0.6], [2.0, 0.9, -2.1], [2.5, -0.8, 1.7], [-0.3, 1.1, 0.3]]
}

Record 16
{
  "formula": "C2H3OP",
  "method": "ωB97M-V with the def2-TZVPD basis set",
  "fmax_ev_per_a": 3.4,
  "e_above_lowest_ev": 2.873,
  "lumo_energy_ev": [0.003, 0.003],
  "elements": ["C", "C", "O", "P", "H", "H", "H"],
  "xyz": [[-0.954, 0.292, -0.409], [-0.625, 0.421, 0.840], [1.962, -0.393, -0.010], [0.432, 1.396, -0.167], [-1.261, -0.356, -1.239], [-1.109, 0.147, 1.711], [2.920, -0.060, -0.013]],
  "forces_ev_per_a": [[1.6, -0.6, -2.2], [-0.9, 1.0, -0.7], [0.0, 3.0, -0.3], [2.0, -2.8, 0.5], [-0.6, 0.5, 0.8], [-0.1, -0.6, 2.0], [-2.1, -0.5, 0.0]]
}

Record 17
{
  "formula": "C2H3OPS",
  "method": "ωB97M-V with the def2-TZVPD basis set",
  "fmax_ev_per_a": 3.2,
  "e_above_lowest_ev": 2.074,
  "lumo_energy_ev": [-1.268, -1.430],
  "elements": ["C", "C", "O", "P", "S", "H", "H", "H"],
  "xyz": [[0.354, 1.118, 0.027], [0.931, -0.229, 0.057], [0.659, 2.238, 0.147], [-2.458, 0.430, -0.322], [-2.406, -1.492, 0.055], [0.109, -1.018, 0.235], [1.135, -0.597, -1.023], [1.677, -0.451, 0.825]],
  "forces_ev_per_a": [[-1.6, -0.5, -0.2], [-1.2, -2.7, -1.3], [0.3, -0.1, 0.1], [1.0, -1.3, 0.4], [0.0, 1.6, -0.3], [0.7, 1.4, 0.2], [0.4, 1.1, 1.6], [0.4, 0.5, -0.5]]
}

Record 18
{
  "formula": "C2H3OSr",
  "method": "ωB97M-V with the def2-TZVPD basis set",
  "fmax_ev_per_a": 4.2,
  "total_charge": 1,
  "e_above_lowest_ev": 6.910,
  "lumo_energy_ev": [-5.246, -5.106],
  "elements": ["O", "C", "Sr", "H", "C", "H", "H"],
  "xyz": [[-0.494, 0.787, 0.367], [0.086, 0.967, -0.864], [2.267, 1.067, 0.593], [-1.465, 0.794, 0.435], [0.078, -0.816, -0.116], [0.059, -1.425, -1.025], [-0.530, -1.374, 0.610]],
  "forces_ev_per_a": [[-2.5, 2.3, 2.5], [1.6, -0.9, -0.6], [-1.6, -0.9, -0.8], [-0.1, -0.2, -0.5], [3.2, -1.9, -0.3], [-1.0, 0.8, -0.6], [0.2, 0.8, 0.3]]
}

Record 19
{
  "formula": "C2H3PS3",
  "method": "ωB97M-V with the def2-TZVPD basis set",
  "fmax_ev_per_a": 5.2,
  "smiles": "[H]/P=C1/CSSS1",
  "e_above_lowest_ev": 0.326,
  "lumo_energy_ev": [-0.822, -0.823],
  "elements": ["C", "C", "P", "S", "S", "S", "H", "H", "H"],
  "xyz": [[0.155, 0.482, 0.160], [-1.068, -0.318, -0.088], [0.360, 2.248, -0.478], [1.626, -0.291, 0.758], [-0.453, -1.933, -0.703], [0.698, -2.161, 0.872], [-1.541, -0.543, 0.802], [-1.504, 0.256, -0.909], [1.727, 2.261, -0.416]],
  "forces_ev_per_a": [[2.6, 4.3, -1.3], [1.9, 0.4, -2.0], [-2.0, -3.7, 1.1], [-1.1, 0.1, -0.3], [-0.9, 0.2, -1.3], [1.0, -0.7, 1.4], [-1.7, -0.1, 1.6], [-1.1, -0.6, 0.4], [1.1, -0.1, 0.4]]
}

Record 20
{
  "formula": "C2H3V",
  "method": "ωB97M-V with the def2-TZVPD basis set",
  "fmax_ev_per_a": 0.9,
  "multiplicity": 4,
  "total_charge": 1,
  "lumo_energy_ev": [-5.843, -5.475],
  "elements": ["C", "H", "C", "H", "H", "V"],
  "xyz": [[0.135, 0.513, -0.798], [0.676, 1.443, -0.680], [-0.229, -0.630, -0.994], [-0.307, -1.673, -1.272], [-0.233, 0.864, 2.314], [-0.043, -0.516, 1.429]],
  "forces_ev_per_a": [[0.4, -0.8, 0.1], [-0.6, 0.0, -0.1], [0.7, 0.5, 0.3], [-0.5, 0.4, 0.0], [0.0, 0.0, -0.2], [-0.1, -0.1, 0.0]]
}